This record from the Open Molecules 2025 dataset describes a cluster of 3 separate species, C4H15BFO6PS2 in total. The level of theory is the ωB97M-V functional and the def2-TZVPD basis.

Electronic energy   -51029.970 eV
HOMO level   -9.7326 eV
Multiplicity   1
SMILES string   O=S(=O)(F)P(S)B(O)O.CCO.CCO

```
30
Properties=species:S:1:pos:R:3:mulliken_charge:R:1
O 1.13 2.08 1.06 -0.51
S 0.67 2.12 -0.34 0.95
O -0.56 2.94 -0.48 -0.57
F 1.76 2.81 -1.34 -0.23
P 0.04 0.14 -1.05 0.10
S 0.46 -1.32 0.42 -0.17
B 1.13 -0.23 -2.63 0.66
O 0.39 -0.56 -3.77 -0.56
O 2.53 -0.20 -2.59 -0.47
H 1.44 -2.11 -0.11 0.12
H -0.06 -1.40 -3.57 0.35
H 2.79 -0.79 -1.88 0.29
C -3.82 -3.03 -2.73 -1.21
C -2.58 -2.21 -3.00 -0.14
O -1.42 -2.86 -2.48 -0.47
H -3.95 -3.19 -1.66 0.30
H -4.71 -2.54 -3.12 0.35
H -3.74 -4.02 -3.19 0.35
H -2.66 -1.23 -2.53 0.31
H -2.45 -2.05 -4.08 0.30
H -1.34 -3.71 -2.90 0.26
C 2.56 2.43 4.80 -0.93
C 1.08 2.09 4.91 -0.20
O 0.29 3.04 4.21 -0.51
H 2.75 3.42 5.20 0.27
H 3.17 1.71 5.35 0.31
H 2.88 2.43 3.76 0.26
H 0.76 2.10 5.96 0.30
H 0.89 1.09 4.51 0.22
H 0.57 3.02 3.29 0.29
```


This record from the Open Molecules 2025 dataset describes a structure of composition C4H15BrCdNO3. The level of theory is the ωB97M-V functional and the def2-TZVPD basis.

Electronic energy   -86620.977 eV
HOMO level   -11.9995 eV
Multiplicity   1
Net charge   +1

```
25
Properties=species:S:1:pos:R:3:mulliken_charge:R:1
Cd 17.50 -18.99 -9.15 0.87
Br 18.88 -20.34 -10.62 0.04
C 14.76 -18.93 -14.37 -1.32
C 15.60 -19.72 -13.40 0.69
C 15.43 -21.24 -13.59 -0.67
O 14.10 -21.67 -13.69 -0.33
C 13.33 -21.56 -12.50 -0.69
N 17.04 -19.45 -13.58 -0.52
H 14.89 -19.31 -15.39 0.35
H 15.02 -17.87 -14.35 0.41
H 13.71 -19.04 -14.13 0.31
H 15.32 -19.51 -12.34 0.05
H 15.95 -21.78 -12.78 0.31
H 15.91 -21.50 -14.53 0.38
H 13.51 -20.62 -11.97 0.29
H 13.53 -22.42 -11.85 0.30
H 12.29 -21.63 -12.81 0.23
H 17.21 -18.45 -13.61 0.26
H 17.52 -19.81 -12.76 0.07
O 22.00 -21.98 -10.49 -0.56
H 21.16 -21.52 -10.49 0.16
H 21.78 -22.90 -10.66 0.36
O 20.75 -21.55 -13.54 -0.55
H 21.67 -21.38 -13.30 0.36
H 20.25 -21.29 -12.77 0.21
```


This record from the Open Molecules 2025 dataset describes a cluster of 2 separate species, C4H15N2O in total. The level of theory is the ωB97M-V functional and the def2-TZVPD basis.

Electronic energy   -9415.801 eV
HOMO level (alpha / beta)   -3.1014 / -9.0940 eV
Multiplicity   2

```
22
Properties=species:S:1:pos:R:3:mulliken_spin:R:1
C -0.09 1.31 0.74 0.68
C -0.11 1.05 -0.76 0.12
C -0.32 -0.43 -1.13 0.24
C -1.49 -1.14 -0.42 0.24
N -2.65 -0.30 -0.22 -0.05
N 0.94 0.45 1.45 2.10
H -1.04 1.02 1.18 -0.16
H 0.23 2.32 1.00 -0.25
H -0.87 1.66 -1.23 0.00
H 0.90 1.35 -1.07 -0.22
H 0.60 -0.97 -0.91 0.00
H -0.55 -0.47 -2.20 -0.07
H -1.69 -2.06 -0.98 0.04
H -1.15 -1.46 0.57 -0.25
H -3.19 -0.17 -1.06 0.01
H -3.12 -0.40 0.65 -0.03
H 0.64 -0.55 1.51 -0.39
H 1.90 0.56 1.09 -0.26
H 0.94 0.71 2.46 -0.72
H 3.46 -1.54 0.08 0.01
H 3.60 -0.27 -0.73 0.01
O 3.07 -0.66 -0.02 -0.06
```


This record from the Open Molecules 2025 dataset describes a cluster of 4 separate species, C4H15N2O in total. The level of theory is the ωB97M-V functional and the def2-TZVPD basis.

Electronic energy   -9403.903 eV
HOMO level   -13.3739 eV
Multiplicity   1
Net charge   +1

```
22
Properties=species:S:1:pos:R:3:mulliken_charge:R:1
C -0.39 1.21 -1.60 -0.67
N 1.63 -0.55 -0.20 -0.18
C 2.26 -0.39 -1.53 -0.79
C -1.19 0.20 -1.89 -0.31
N -0.29 0.27 2.29 -0.19
C -1.69 0.75 2.31 -0.71
H 0.52 1.12 -0.97 0.33
H -0.64 2.17 -2.01 0.24
H 2.34 -0.71 0.54 0.30
H 2.85 -1.23 -1.97 0.35
H 1.59 0.02 -2.32 0.33
H 2.98 0.53 -1.58 0.36
H -1.04 -0.76 -1.42 0.18
H -2.17 0.34 -2.36 0.28
H 0.78 -1.17 -0.06 0.32
H 0.23 0.53 3.14 0.29
H -2.21 0.70 1.26 0.25
H -2.39 0.04 2.73 0.34
H -1.84 1.79 2.64 0.39
H -0.26 -0.66 1.87 0.34
H -0.63 -2.53 0.65 0.21
O -0.44 -1.65 0.48 -0.66
```


This record from the Open Molecules 2025 dataset describes a cluster of 2 separate species, C4H15N2O in total. The level of theory is the ωB97M-V functional and the def2-TZVPD basis.

Electronic energy   -9412.679 eV
HOMO level   -12.6484 eV
Multiplicity   1
Net charge   +1

```
22
Properties=species:S:1:pos:R:3:mulliken_charge:R:1
C -0.04 0.77 1.20 -0.66
C 0.00 1.16 -0.25 -0.66
C -0.41 -0.04 -1.17 -0.63
C -1.70 -0.76 -0.75 -0.65
N -2.70 0.16 -0.24 -0.50
N 0.88 -0.37 1.48 -0.17
H -1.02 0.51 1.58 0.46
H 0.37 1.59 1.79 0.34
H -0.64 2.01 -0.47 0.41
H 1.02 1.41 -0.56 0.33
H 0.45 -0.71 -1.12 0.25
H -0.53 0.29 -2.20 0.41
H -2.00 -1.20 -1.71 0.37
H -1.48 -1.66 -0.15 0.32
H -2.74 0.94 -0.88 0.20
H -3.58 -0.31 -0.15 0.24
H 0.51 -1.32 1.38 0.39
H 1.68 -0.36 0.83 0.16
H 1.20 -0.46 2.45 0.40
H 3.56 -1.34 -0.39 0.30
H 3.97 0.13 -0.34 0.28
O 3.21 -0.43 -0.32 -0.62
```


This record from the Open Molecules 2025 dataset describes a cluster of 2 separate species, C4H15N2O in total. The level of theory is the ωB97M-V functional and the def2-TZVPD basis.

Electronic energy   -9398.938 eV
HOMO level (alpha / beta)   -18.2149 / -18.2149 eV
Multiplicity   2
Net charge   +2

```
22
Properties=species:S:1:pos:R:3:mulliken_spin:R:1
N 0.84 1.15 0.64 0.01
C -0.32 0.22 1.05 0.01
C -1.18 -0.08 -0.23 0.02
N -0.37 -0.53 -1.36 0.77
C 0.33 -1.80 -1.29 0.03
C -1.17 -0.48 -2.60 0.02
H 0.63 1.92 0.01 0.00
H 1.44 1.59 1.35 0.00
H 1.31 0.32 0.31 0.00
H 0.01 -0.79 1.28 0.00
H -0.86 0.79 1.79 0.00
H -1.85 -0.84 0.18 0.03
H -1.86 0.74 -0.45 0.01
H 1.01 -1.89 -0.43 0.01
H -0.37 -2.63 -1.18 0.03
H 1.05 -1.90 -2.11 0.01
H -0.52 -0.35 -3.46 0.02
H -1.79 -1.38 -2.62 0.05
H -1.91 0.32 -2.59 0.00
H 1.74 1.78 4.65 0.00
H 2.29 2.16 3.34 0.00
O 1.55 1.66 3.71 0.00
```


This record from the Open Molecules 2025 dataset describes a cluster of 3 separate species, C4H15N2O2 in total. The level of theory is the ωB97M-V functional and the def2-TZVPD basis.

Electronic energy   -11460.917 eV
HOMO level   -14.6078 eV
Multiplicity   1
Net charge   +1

```
23
Properties=species:S:1:pos:R:3:mulliken_charge:R:1
C -0.80 -1.79 -0.69 -1.03
C -1.21 -0.57 -1.52 -0.35
C -2.05 0.45 -0.75 -0.71
N -1.54 0.86 0.55 -0.13
C -0.41 1.51 0.64 0.32
N -0.07 2.14 1.74 -0.33
H 0.00 -1.55 0.02 0.20
H -1.60 -2.34 -0.20 0.32
H -0.31 -2.48 -1.38 0.36
H -0.30 -0.09 -1.89 0.24
H -1.78 -0.88 -2.39 0.38
H -2.27 1.27 -1.44 0.29
H -3.03 0.01 -0.57 0.43
H -2.19 0.92 1.33 0.25
H 0.23 1.55 -0.22 0.29
H 0.91 2.32 1.94 0.28
H -0.67 2.01 2.53 0.20
H 2.46 -0.03 1.05 0.34
H 2.77 1.32 0.38 0.31
O 2.21 0.92 1.06 -0.64
H 3.95 -1.87 0.22 0.29
H 2.64 -2.14 -0.51 0.31
O 3.05 -1.53 0.11 -0.62
```


This record from the Open Molecules 2025 dataset describes a cluster of 3 separate species, C4H15N2O2 in total. The level of theory is the ωB97M-V functional and the def2-TZVPD basis.

Electronic energy   -11458.870 eV
HOMO level   -14.3701 eV
Multiplicity   1
Net charge   +1

```
23
Properties=species:S:1:pos:R:3:mulliken_charge:R:1
C -2.02 -1.97 0.45 -1.02
C -2.07 -0.62 -0.41 -0.42
C -1.27 0.67 0.10 -0.63
N 0.13 0.76 -0.37 -0.02
C 0.67 0.89 -1.57 0.15
N 2.03 0.96 -1.77 -0.32
H -2.93 -2.46 0.22 0.36
H -1.09 -2.51 0.26 0.22
H -1.99 -1.67 1.54 0.30
H -1.68 -0.72 -1.56 0.19
H -3.00 -0.36 -0.64 0.57
H -1.92 1.56 -0.21 0.27
H -1.01 0.74 1.18 0.32
H 0.87 0.74 0.32 0.22
H -0.05 0.94 -2.39 0.39
H 2.52 1.00 -2.59 0.23
H 2.53 0.63 -0.89 0.22
H 2.52 2.77 1.75 0.31
H 1.72 2.02 2.77 0.24
O 1.74 2.17 1.95 -0.55
H 1.96 -2.37 0.57 0.33
H 0.80 -1.57 1.00 0.28
O 1.54 -1.58 0.30 -0.63
```


This record from the Open Molecules 2025 dataset describes a cluster of 3 separate species, C4H15N2O4 in total. The level of theory is the ωB97M-V functional and the def2-TZVPD basis.

Electronic energy   -15556.065 eV
HOMO level (alpha / beta)   -2.9522 / -9.5333 eV
Multiplicity   2

```
25
Properties=species:S:1:pos:R:3:mulliken_spin:R:1
O -0.68 2.69 1.94 -0.03
C -1.06 2.02 1.01 0.17
O -1.58 2.62 -0.10 -0.08
C -1.12 0.51 0.45 0.04
C -0.42 0.63 -1.16 0.13
C 0.27 -0.63 -1.80 0.72
N 1.11 -1.30 -0.83 0.79
N -0.23 -0.28 1.37 0.14
H -1.79 3.50 -0.05 0.02
H -2.07 0.12 0.29 -0.04
H 0.36 1.35 -0.95 -0.06
H -1.15 1.06 -1.77 -0.03
H -0.34 -1.35 -2.37 -0.07
H 0.96 -0.30 -2.71 -0.13
H 0.96 -2.33 -0.76 -0.29
H 2.20 -1.02 -1.01 -0.38
H 0.86 -0.88 0.03 0.14
H -0.73 -0.81 2.09 -0.04
H 0.62 0.12 1.56 -0.02
H 2.13 2.44 1.30 0.02
H 2.99 1.64 2.21 -0.01
O 2.61 1.52 1.34 0.01
H -2.01 -3.66 0.17 0.00
H -0.93 -4.26 -0.42 -0.02
O -0.97 -3.42 0.17 0.04
```


This record from the Open Molecules 2025 dataset describes a cluster of 2 separate species, C4H15N2OS in total. The level of theory is the ωB97M-V functional and the def2-TZVPD basis.

Electronic energy   -20247.981 eV
HOMO level   -12.1003 eV
Multiplicity   1
Net charge   +1

```
23
Properties=species:S:1:pos:R:3:mulliken_charge:R:1
N -1.26 -0.39 1.22 -0.20
C -0.48 -0.71 0.00 -0.09
C 0.26 0.48 -0.66 -0.69
C 1.78 0.30 -0.75 -0.85
S 2.65 1.66 -1.55 -0.16
C -1.39 -1.40 -1.00 -0.88
N -2.08 -2.47 -0.25 -0.59
H -0.62 -0.11 1.97 0.50
H -1.95 -1.15 1.33 0.40
H -1.76 0.49 1.05 0.37
H 0.31 -1.45 0.20 0.28
H 0.08 1.44 -0.13 0.46
H -0.11 0.64 -1.68 0.30
H 1.93 -0.55 -1.43 0.33
H 2.25 0.15 0.22 0.38
H 2.45 2.57 -0.58 0.12
H -2.09 -0.70 -1.49 0.43
H -0.85 -1.75 -1.89 0.40
H -3.00 -2.61 -0.66 0.23
H -1.70 -3.38 -0.46 0.26
H -1.72 0.43 4.40 0.30
H -1.63 1.70 3.50 0.30
O -1.54 0.75 3.51 -0.58
```


This record from the Open Molecules 2025 dataset describes a structure of composition C4H15N3O. The level of theory is the ωB97M-V functional and the def2-TZVPD basis.

Electronic energy   -10907.440 eV
HOMO level   -8.4457 eV
Multiplicity   1

```
23
Properties=species:S:1:pos:R:3:mulliken_charge:R:1
C -3.21 -0.68 -0.68 -0.83
N -2.09 0.27 -0.59 -0.35
C -1.23 0.51 -1.79 -0.42
O 0.10 0.15 -1.73 -0.70
H -4.18 -0.20 -0.64 0.29
H -3.07 -1.42 0.11 0.24
H -3.14 -1.23 -1.61 0.31
H -2.26 1.12 -0.08 0.21
H -1.34 1.57 -2.05 0.34
H -1.73 -0.01 -2.63 0.31
C 2.25 0.64 0.73 -0.48
N 3.33 1.03 1.66 -0.63
C 1.30 -0.35 1.37 -0.47
N 0.32 -0.97 0.47 -0.49
H 2.63 0.19 -0.20 0.28
H 1.72 1.51 0.38 0.35
H 3.94 0.24 1.86 0.21
H 3.91 1.76 1.28 0.24
H 0.77 0.12 2.21 0.24
H 1.91 -1.15 1.81 0.32
H -0.74 -0.61 0.45 0.35
H 0.46 -0.49 -0.76 0.42
H 0.36 -1.97 0.44 0.26
```


This record from the Open Molecules 2025 dataset describes a cluster of 2 separate species, C4H15N3O in total. The level of theory is the ωB97M-V functional and the def2-TZVPD basis.

Electronic energy   -10908.155 eV
HOMO level   -8.7889 eV
Multiplicity   1
SMILES string   NCCNCCN.O

```
23
Properties=species:S:1:pos:R:3:mulliken_charge:R:1
C -0.92 -1.16 1.00 -0.48
N -0.69 -0.01 0.16 -0.18
C -0.69 1.19 0.90 -0.40
C -0.73 2.35 -0.16 -0.81
N 0.67 2.82 -0.58 -0.59
C -1.19 -2.45 0.16 -0.72
N 0.02 -3.25 -0.19 -0.61
H -1.84 -1.04 1.60 0.34
H -0.07 -1.46 1.67 0.25
H 0.11 -0.15 -0.45 0.19
H 0.22 1.23 1.62 0.30
H -1.54 1.28 1.61 0.35
H -1.29 2.08 -1.05 0.36
H -1.35 3.17 0.22 0.36
H 0.60 3.80 -0.87 0.25
H 1.20 2.87 0.30 0.24
H -1.65 -2.06 -0.79 0.35
H -2.00 -3.12 0.62 0.34
H 0.34 -3.71 0.65 0.24
H 0.71 -2.58 -0.48 0.26
H 2.88 0.33 -2.03 0.33
H 2.21 0.92 -0.71 0.35
O 2.75 0.22 -1.09 -0.70
```


Number 1: M 284.076 Da. Number 2: M 317.484 Da. Number 3: M 107.177 Da. Number 4: M 107.177 Da. Number 5: M 107.177 Da. Number 6: M 107.177 Da. Number 7: M 123.176 Da. Number 8: M 123.176 Da. Number 9: M 155.174 Da. Number 10: M 139.244 Da. Number 11: M 121.184 Da. Number 12: M 121.184 Da.